[1]
C41H32BrClCoN4O2 as an isolated structure in a non-equilibrium geometry, computed with ωB97M-V/def2-TZVPD.

XYZ file:
```
82
Properties=species:S:1:pos:R:3:lowdin_charge:R:1
Co -10.7762 -16.7065 10.4943 0.64
N -9.2050 -16.5388 13.1045 -0.01
N -10.0300 -17.4652 13.7200 -0.07
C -10.6149 -18.5222 12.9534 -0.67
O -11.0869 -19.4625 13.6465 -0.08
O -10.6343 -18.3862 11.6541 -0.13
H -8.3315 -16.9737 12.6969 0.09
H -8.9282 -15.8483 13.8134 0.08
H -9.9839 -17.5593 14.7463 0.12
C -6.4794 -16.6855 9.8781 -0.11
C -6.2352 -17.8223 9.0980 -0.13
C -7.2885 -18.6395 8.8124 -0.10
C -8.5920 -18.3463 9.2510 -0.19
C -8.8595 -17.1322 9.9214 -0.14
C -7.7627 -16.4076 10.3365 -0.17
C -9.6209 -19.3673 8.9832 -0.23
C -9.2308 -20.7275 8.9308 -0.01
C -10.1610 -21.7260 8.7979 -0.02
C -11.5132 -21.3371 8.8456 -0.16
C -12.5371 -22.2525 9.1571 -0.07
C -13.8322 -21.8328 9.1090 -0.12
C -14.1364 -20.5306 8.6718 -0.09
C -13.1487 -19.6266 8.3843 -0.02
C -11.8080 -19.9220 8.6828 -0.20
N -10.8759 -18.9598 8.8281 0.18
H -5.6873 -16.0182 10.1697 0.08
H -5.2349 -18.0228 8.7596 0.07
H -7.1558 -19.5281 8.1869 0.09
H -7.8707 -15.4916 10.9073 0.07
H -8.1836 -20.9282 9.1185 0.10
H -9.9149 -22.7924 8.7795 0.11
H -12.2465 -23.2825 9.4129 0.11
H -14.6431 -22.4740 9.4570 0.09
H -15.1769 -20.2698 8.5756 0.09
H -13.3780 -18.6038 8.0953 0.11
Cl -11.1040 -12.4875 5.1666 0.62
C -11.0928 -14.2006 5.4772 -0.65
C -11.5275 -15.1487 4.5366 -0.10
C -11.3868 -16.5087 4.8475 -0.08
C -10.8000 -16.8456 6.0330 -0.15
N -10.4196 -15.9613 6.9673 0.12
C -10.5659 -14.6429 6.6974 -0.14
H -11.9709 -14.8452 3.6110 0.09
H -11.6857 -17.2532 4.1226 0.10
H -10.5697 -17.8876 6.2506 0.10
H -10.2599 -13.9840 7.4816 0.08
C -7.8115 -10.4590 11.1888 -0.14
C -7.3797 -11.1729 10.0703 -0.11
C -7.9666 -12.3926 9.7409 -0.05
C -8.9671 -12.9098 10.5662 -0.22
C -9.2536 -12.2576 11.7689 -0.04
C -8.7285 -11.0210 12.0573 -0.11
C -9.6310 -14.1367 10.1135 -0.17
C -10.7370 -14.7417 10.5738 -0.17
C -11.7949 -13.9675 11.2116 -0.28
C -12.4663 -14.3785 12.3540 -0.05
C -13.5435 -13.6564 12.8642 -0.10
C -13.9880 -12.5038 12.2349 -0.14
C -13.3005 -12.0305 11.1278 -0.11
C -12.2261 -12.7541 10.6575 -0.06
H -7.3211 -9.5354 11.4337 0.07
H -6.5885 -10.8143 9.4273 0.08
H -7.5840 -13.0004 8.9249 0.11
H -9.8873 -12.7152 12.4940 0.11
H -8.9829 -10.5384 12.9976 0.10
H -9.1162 -14.6313 9.2995 0.06
H -12.1489 -15.3284 12.8349 0.12
H -14.0396 -13.9825 13.7819 0.09
H -14.8974 -12.0302 12.5908 0.08
H -13.5888 -11.0906 10.6866 0.08
H -11.7276 -12.3927 9.7609 0.11
Br -17.4138 -16.2903 10.3670 0.71
C -15.6490 -16.6871 10.2725 -0.83
C -14.8455 -15.9884 9.3888 -0.17
C -13.4332 -16.1196 9.4357 -0.14
C -12.7973 -16.9212 10.3817 -0.23
C -13.6218 -17.6954 11.1860 -0.11
C -15.0259 -17.5851 11.1462 -0.15
H -15.3392 -15.3196 8.6784 0.08
H -12.8083 -15.5162 8.7569 0.08
H -13.1614 -18.3794 11.8998 0.09
H -15.6219 -18.1722 11.8525 0.08
```

Its expectation value of S² is 3.7712. For the relative energy (zero: lowest compared OMol25 entry of this formula, charge and spin), the calculation gives 0.000 eV. As for the total charge: -2. Its orbital gap (alpha / beta) is 4.021 / 5.771 eV. The calculation puts the total energy at -173281.00255 eV. Its multiplicity is 4. The value obtained for the largest force on an atom is 3.49 eV/Å. The molar mass is 787.02 g/mol.

=====

[2]
C41H32CaClF2IN6OS2 as an isolated structure, computed with ωB97M-V/def2-TZVPD.

XYZ file:
```
87
Properties=species:S:1:pos:R:3:lowdin_charge:R:1
Ca 0.5508 -0.8886 -0.3853 0.94
F -3.7053 -3.0683 2.9199 0.03
C -2.4891 -3.3461 2.3732 -0.30
C -1.8934 -2.4572 1.5088 -0.10
C -0.6392 -2.7295 0.9400 -0.14
C -0.0273 -3.9625 1.2714 -0.18
C -0.6594 -4.8051 2.1885 -0.23
F -0.0884 -5.9812 2.6232 0.00
C -1.8855 -4.5313 2.7547 0.02
C 1.2681 -4.3010 0.6145 -0.21
C 1.8695 -5.5687 0.6842 -0.02
C 3.0790 -5.7976 0.0570 -0.09
C 3.6929 -4.7637 -0.6307 -0.08
C 3.0322 -3.5471 -0.6775 -0.17
N 1.8526 -3.3212 -0.0998 0.08
H -2.3980 -1.5217 1.2799 0.07
H -2.3426 -5.2123 3.4580 0.11
H 1.3876 -6.3660 1.2225 0.09
H 3.5376 -6.7787 0.1136 0.10
H 4.6513 -4.8800 -1.1202 0.09
H 3.4441 -2.6995 -1.2111 0.03
Cl 4.5573 3.7585 -4.9032 0.61
C 4.0081 2.4079 -3.9274 -0.63
C 4.7886 1.2951 -3.8264 -0.22
C 4.3735 0.1881 -3.0688 -0.65
I 5.6921 -1.4193 -2.8790 0.86
C 3.1350 0.1309 -2.4060 -0.47
O 2.6619 -0.8638 -1.7871 -0.21
C 2.3689 1.3780 -2.4662 -0.16
N 1.2371 1.3764 -1.7291 0.09
C 0.4890 2.4539 -1.7017 -0.11
C 0.7989 3.6081 -2.4467 -0.03
C 1.9339 3.6273 -3.2064 -0.04
C 2.7785 2.4950 -3.2225 -0.19
H 5.7436 1.2662 -4.3345 0.08
H -0.3775 2.3955 -1.0526 0.05
H 0.1338 4.4605 -2.3944 0.10
H 2.2077 4.5006 -3.7842 0.08
C -0.0445 -1.4351 4.5085 -0.07
N 1.0834 -1.2394 3.6242 -0.05
C 1.2743 -0.1587 2.8597 -0.93
N 0.4266 0.8709 3.0087 0.14
S 2.5877 -0.1127 1.7751 0.53
H 0.0019 -2.4476 4.9030 0.09
H -0.9869 -1.3323 3.9709 0.07
H -0.0277 -0.7196 5.3345 0.09
H 1.6968 -2.0099 3.4234 0.10
H -0.5045 0.6883 3.3700 0.06
H 0.3951 1.4870 2.2075 0.07
C 0.6494 -0.1850 -5.1042 -0.03
N 1.1577 -1.4568 -4.6309 -0.11
C 2.3527 -2.0520 -5.0012 -0.08
C 2.4760 -3.1829 -4.2826 -0.10
N 1.3457 -3.2747 -3.4963 0.08
C 0.5454 -2.1978 -3.6767 -0.83
S -0.9060 -1.8712 -2.8941 0.59
H 1.4517 0.3354 -5.6242 0.09
H 0.3176 0.4073 -4.2534 0.07
H -0.1992 -0.3372 -5.7719 0.09
H 3.0226 -1.5913 -5.7041 0.12
H 3.2745 -3.8986 -4.2350 0.10
H 1.1901 -3.9134 -2.7340 0.14
C -1.1338 0.7052 0.4033 -0.17
C -1.9032 1.5703 0.8377 -0.26
C -2.6950 2.6091 1.4397 -0.22
C -3.2847 3.6094 0.6020 -0.19
C -3.0256 3.6189 -0.7995 -0.06
C -3.5631 4.5595 -1.6539 -0.14
C -4.4253 5.5558 -1.1952 -0.17
C -4.7630 5.5265 0.1550 -0.15
C -4.2288 4.5911 1.0230 -0.07
C -2.8209 2.5456 2.8753 -0.19
C -2.9491 3.6619 3.7442 -0.07
C -3.0100 3.5236 5.1202 -0.14
C -2.9515 2.2762 5.7348 -0.15
C -2.8050 1.1617 4.9102 -0.14
C -2.7319 1.2900 3.5366 -0.09
H -2.4129 2.8251 -1.2022 0.07
H -3.3152 4.5046 -2.7105 0.08
H -4.8438 6.2958 -1.8668 0.07
H -5.4783 6.2455 0.5454 0.08
H -4.5857 4.5870 2.0412 0.08
H -2.9301 4.6598 3.3319 0.09
H -3.0839 4.4195 5.7302 0.08
H -3.0044 2.1768 6.8122 0.07
H -2.7621 0.1683 5.3477 0.09
H -2.6404 0.4087 2.9119 0.09
```

For the relative energy (zero: lowest compared OMol25 entry of this formula, charge and spin), the calculation gives 0.687 eV. As for the total charge: -2. Its orbital gap is 3.345 eV. The calculation puts the total energy at -120195.50281 eV. The value obtained for the largest force on an atom is 0.53 eV/Å. The molar mass is 929.31 g/mol.